1.
Below is the ion C6H12N with charge +1 in a non-equilibrium geometry, with properties calculated with ωB97M-V/def2-TZVPD.

Last column: natural (NBO) charge in e.
Geometry (Å):
C 2.566 0.894 -0.378  0.013
C -0.786 0.212 -0.201  0.582
C -1.857 -0.201 -1.093  -0.749
C 0.386 -1.395 0.858  -0.570
C -0.913 1.061 0.916  -0.789
C 0.623 -0.482 -0.446  -0.153
N 2.034 -0.205 -0.298  -0.384
H 1.948 1.740 -0.467  0.141
H 3.626 1.023 -0.404  0.207
H -2.383 0.669 -1.552  0.311
H -2.552 -0.696 -0.617  0.270
H -1.471 -0.704 -1.968  0.255
H -0.708 -1.523 1.129  0.222
H 0.815 -2.297 0.610  0.265
H 0.990 -0.907 1.669  0.256
H 0.132 1.115 1.242  0.251
H -1.613 0.520 1.613  0.308
H -1.362 2.037 0.893  0.323
H 0.525 -0.860 -1.507  0.239

The net charge is +1. The molar mass is 98.2 g mol⁻¹. The spin multiplicity is 1. The largest force on an atom comes out at 5.4 eV/A. As for the HOMO energy: -14.07 eV. The relative energy (zero: lowest compared OMol25 entry of this formula, charge and spin) comes out at 4.301 eV.

---

2.
Below is a cluster of 2 separate species, C5H7NOS2 in total in a non-equilibrium geometry, with properties calculated with ωB97M-V/def2-TZVPD.

Last column: natural (NBO) charge in e.
Geometry (Å):
C -3.136 0.446 0.222  -0.245
C -2.233 1.551 0.245  -0.393
C -2.514 -0.753 0.329  -0.415
C -0.960 1.139 0.366  -0.023
C 3.010 -1.243 0.822  -0.609
N 2.167 0.103 -1.300  -1.048
O 3.250 1.357 0.627  -0.948
S -0.799 -0.567 0.461  0.343
S 2.320 0.271 0.404  1.440
H -4.201 0.564 0.130  0.228
H -2.542 2.579 0.170  0.239
H -2.941 -1.735 0.345  0.239
H 3.535 -1.265 1.762  0.214
H 2.403 -2.098 0.593  0.195
H 2.083 1.013 -1.741  0.399
H 1.388 -0.489 -1.561  0.384

The net charge is 0. The molar mass is 161.3 g mol⁻¹. The spin multiplicity is 3. The largest force on an atom comes out at 1.1 eV/A. As for the HOMO energy (alpha / beta): -8.42 / -8.96 eV. The relative energy (zero: lowest compared OMol25 entry of this formula, charge and spin) comes out at 1.274 eV.

---

3.
Below is a structure of composition C6H27B2N5NiO3 in a non-equilibrium geometry, with properties calculated with ωB97M-V/def2-TZVPD.

Last column: natural (NBO) charge in e.
Geometry (Å):
Ni -0.764 0.219 0.217  1.509
B -2.195 2.175 -0.359  -0.675
H -1.673 1.662 0.606  -0.110
H -2.578 1.395 -1.185  -0.012
H -3.207 2.705 0.016  0.004
H -1.427 2.981 -0.831  -0.067
B -2.302 -1.604 0.197  -0.748
H -2.680 -0.485 0.436  0.005
H -2.617 -2.382 1.060  -0.012
H -2.805 -1.940 -0.847  -0.052
H -1.119 -1.680 0.035  -0.065
C 1.046 -1.008 4.032  -0.637
C 0.750 -0.652 2.592  -0.091
C 1.159 -1.754 1.637  -0.073
O 1.232 -1.234 0.329  -0.566
C 2.159 -1.877 -0.512  -0.245
N -0.629 -0.208 2.319  -0.863
H 2.052 -0.760 4.387  0.222
H 0.874 -2.050 4.322  0.212
H 0.440 -0.427 4.740  0.220
H 1.389 0.204 2.349  0.211
H 0.383 -2.534 1.686  0.197
H 2.106 -2.178 1.979  0.185
H 3.179 -1.856 -0.110  0.168
H 2.131 -1.351 -1.465  0.193
H 1.869 -2.920 -0.674  0.186
H -1.234 -1.008 2.496  0.406
H -0.890 0.582 2.894  0.398
C 1.449 2.420 -0.258  0.826
O 0.725 1.694 0.410  -0.723
N 2.424 1.892 -1.077  -0.840
N 1.302 3.772 -0.318  -0.823
H 2.613 0.917 -0.936  0.408
H 3.144 2.508 -1.412  0.391
H 1.555 4.194 -1.198  0.387
H 0.428 4.132 0.038  0.429
C -0.924 -0.282 -2.980  0.821
O -0.578 -0.055 -1.825  -0.742
N -2.047 -0.990 -3.242  -0.832
N -0.172 0.116 -4.059  -0.835
H -2.464 -1.434 -2.430  0.451
H -2.354 -1.221 -4.168  0.387
H -0.472 -0.233 -4.950  0.386
H 0.721 0.551 -3.939  0.409

The net charge is 0. The molar mass is 297.6 g mol⁻¹. The spin multiplicity is 3. The largest force on an atom comes out at 1.6 eV/A. As for the HOMO energy (alpha / beta): -8.26 / -8.33 eV. The relative energy (zero: lowest compared OMol25 entry of this formula, charge and spin) comes out at 0.000 eV.

---

4.
Below is a structure of composition C27H26AsCl3FeNO2PS in a non-equilibrium geometry, with properties calculated with ωB97M-V/def2-TZVPD.

Last column: natural (NBO) charge in e.
Geometry (Å):
Fe 0.089 -0.309 0.629  1.237
Cl -0.181 -0.901 2.966  0.057
C -1.735 -1.464 3.537  -0.052
C -1.924 -1.454 4.905  -0.210
C -3.116 -1.925 5.433  -0.140
C -4.108 -2.422 4.605  -0.198
C -3.920 -2.423 3.234  -0.045
Cl -5.128 -3.071 2.197  0.095
C -2.736 -1.923 2.675  -0.211
S -2.573 -2.076 0.922  0.642
H -1.136 -1.091 5.552  0.253
H -3.262 -1.908 6.504  0.254
H -5.027 -2.811 5.019  0.262
Cl 2.415 0.075 0.712  0.069
C 3.263 -1.411 0.351  -0.016
C 4.627 -1.489 0.540  -0.225
C 5.259 -2.701 0.299  -0.136
C 4.530 -3.808 -0.111  -0.208
C 3.165 -3.703 -0.331  -0.105
C 2.516 -2.490 -0.119  -0.414
P 0.744 -2.260 -0.483  0.826
C 0.063 -3.884 -0.040  -0.364
C 0.078 -4.262 1.305  -0.221
C -0.371 -5.517 1.676  -0.189
C -0.826 -6.404 0.706  -0.190
C -0.833 -6.032 -0.629  -0.135
C -0.395 -4.770 -1.009  -0.221
C 0.596 -2.110 -2.277  -0.302
C 1.672 -2.311 -3.137  -0.215
C 1.478 -2.210 -4.507  -0.177
C 0.224 -1.909 -5.017  -0.165
C -0.848 -1.701 -4.159  -0.197
C -0.665 -1.791 -2.791  -0.218
H 5.196 -0.630 0.872  0.251
H 6.329 -2.778 0.439  0.246
H 5.027 -4.756 -0.260  0.245
H 2.604 -4.562 -0.674  0.231
H 0.466 -3.585 2.057  0.214
H -0.358 -5.809 2.718  0.233
H -1.170 -7.388 0.994  0.239
H -1.172 -6.728 -1.385  0.230
H -0.412 -4.479 -2.052  0.236
H 2.652 -2.552 -2.748  0.230
H 2.314 -2.373 -5.175  0.238
H 0.086 -1.826 -6.087  0.240
H -1.825 -1.467 -4.561  0.236
H -1.500 -1.625 -2.120  0.205
C -2.264 3.245 -0.582  -0.980
As -0.658 3.086 0.473  1.967
C -1.159 3.198 2.337  -0.990
C 0.575 4.529 0.126  -0.974
O 0.202 1.695 0.106  -1.238
H -2.764 4.176 -0.321  0.265
H -2.912 2.403 -0.350  0.255
H -2.007 3.243 -1.639  0.266
H -1.439 4.228 2.558  0.266
H -0.314 2.912 2.960  0.256
H -2.006 2.545 2.529  0.256
H 0.115 5.492 0.340  0.261
H 0.885 4.489 -0.916  0.266
H 1.444 4.386 0.764  0.261
O -2.011 0.372 1.128  -0.359
N -1.805 -0.651 0.463  -0.189

The net charge is +2. The molar mass is 696.7 g mol⁻¹. The spin multiplicity is 5. The largest force on an atom comes out at 2.3 eV/A. As for the HOMO energy (alpha / beta): -14.01 / -14.31 eV. The relative energy (zero: lowest compared OMol25 entry of this formula, charge and spin) comes out at 1.240 eV.

---

5.
Below is a structure of composition C20H29N2Sc in a non-equilibrium geometry, with properties calculated with ωB97M-V/def2-TZVPD.

Last column: natural (NBO) charge in e.
Geometry (Å):
C 0.354 -2.558 -0.701  -0.477
H -0.613 -3.065 -0.525  0.229
H 0.734 -2.905 -1.666  0.242
H -2.426 1.507 0.170  0.231
C 1.348 -2.812 0.425  -0.466
H 2.170 -2.072 0.363  0.243
H 0.845 -2.649 1.396  0.222
C 1.952 -4.235 0.426  -0.584
H 2.786 -4.288 1.136  0.257
H 1.211 -4.980 0.742  0.233
H 2.324 -4.512 -0.567  0.229
C 0.240 1.701 -1.155  -0.094
C 1.434 0.918 -1.194  -0.131
C 1.273 -0.082 -2.198  -0.010
C -0.049 0.028 -2.741  -0.180
C -0.684 1.164 -2.119  -0.194
C -1.985 1.761 -2.518  -0.638
C -0.667 -0.871 -3.747  -0.648
C 2.356 -0.966 -2.713  -0.664
C 2.734 1.337 -0.597  -0.649
C 0.063 2.965 -0.396  -0.641
Sc -0.524 -0.539 -0.510  1.862
H -1.761 -0.900 -3.647  0.228
H -0.433 -0.523 -4.764  0.271
H -0.293 -1.901 -3.657  0.227
H -2.655 1.001 -2.939  0.231
H -2.498 2.241 -1.673  0.213
H -1.831 2.538 -3.286  0.270
H 0.832 3.063 0.380  0.238
H 0.147 3.842 -1.058  0.260
H -0.919 3.016 0.093  0.209
H 3.433 0.496 -0.523  0.230
H 3.221 2.108 -1.221  0.262
H 2.595 1.767 0.403  0.230
H 2.070 -2.022 -2.732  0.211
H 2.617 -0.689 -3.747  0.262
H 3.264 -0.876 -2.105  0.237
N -3.112 1.075 2.133  -0.497
C -2.584 0.653 0.859  -0.084
N -1.290 0.099 1.252  -0.728
C -1.060 0.312 2.576  0.170
C 0.149 0.241 3.301  -0.235
C 0.125 0.725 4.613  -0.136
C -1.049 1.256 5.186  -0.124
C -2.233 1.371 4.452  -0.260
C -2.220 0.896 3.138  0.277
H -4.029 1.485 2.234  0.443
H -3.249 -0.077 0.362  0.222
H 1.033 -0.147 2.793  0.233
H 1.037 0.692 5.215  0.254
H -1.030 1.599 6.222  0.258
H -3.151 1.813 4.831  0.253

The net charge is +2. The molar mass is 342.4 g mol⁻¹. The spin multiplicity is 1. The largest force on an atom comes out at 4.1 eV/A. As for the HOMO energy (alpha / beta): -14.28 / -14.72 eV. The relative energy (zero: lowest compared OMol25 entry of this formula, charge and spin) comes out at 0.000 eV.

---

6.
Below is a cluster of 2 separate species, C4H6N2S in total in a non-equilibrium geometry, with properties calculated with ωB97M-V/def2-TZVPD.

Last column: natural (NBO) charge in e.
Geometry (Å):
C -0.817 -1.199 0.047  0.222
C -1.234 1.299 -0.462  0.066
C 2.104 -0.860 0.220  -0.708
C -0.436 0.181 0.088  -0.345
N -1.199 -2.275 -0.023  -0.277
N -2.369 1.101 -0.961  -0.554
S 1.123 0.539 -0.593  0.317
H -0.755 2.207 -0.264  0.175
H 1.745 -1.915 0.221  0.251
H 1.909 -0.470 1.154  0.217
H 3.207 -0.685 -0.128  0.242
H -0.511 0.186 2.080  0.047
H -2.768 1.892 -1.379  0.347

The net charge is 0. The molar mass is 114.2 g mol⁻¹. The spin multiplicity is 1. The largest force on an atom comes out at 2.8 eV/A. As for the HOMO energy (alpha / beta): -9.44 / -9.00 eV. The relative energy (zero: lowest compared OMol25 entry of this formula, charge and spin) comes out at 5.427 eV.

---

> What is the net charge in the fourth record?

+2

---

> Which formula does entry 1 have?

C6H12N